[1]
The following is a DFT calculation (ωB97M-V/def2-TZVPD) of 6 unconnected molecules or ions with the total composition C27H55N2O5 at a distorted geometry.

Values from the calculation:
M ... 487.75 g/mol
Total charge ... -1
Spin multiplicity ... 1
HOMO energy ... -0.8 eV
Energy ... -42103.639 eV
Frontier orbital gap ... 3.42 eV

Geometry as XYZ:
```
89
Properties=species:S:1:pos:R:3:forces:R:3:lowdin_charge:R:1
C 3.76126 -1.65165 -1.67358 -0.58 0.36 -0.54 -0.10
C 3.39310 -0.18755 -1.45554 0.56 -0.36 0.74 -0.50
C 4.41667 0.85660 -1.80267 0.30 -0.46 1.39 -0.12
N 2.25671 0.23924 -0.95227 -0.33 1.58 -2.41 -0.05
C 1.06699 -0.07528 -1.65014 -0.01 -2.17 2.22 -0.24
C -0.14782 -0.16895 -0.69590 0.39 0.86 -0.25 -0.26
C -1.29001 0.79862 -1.03548 -0.14 -0.43 0.56 -0.24
C -2.36181 0.21984 -1.93400 -0.25 0.38 -0.04 -0.29
N -3.06364 -0.93456 -1.31744 0.19 0.22 -0.37 0.00
H 3.58830 -2.18070 -0.73214 -0.17 -0.19 -0.02 0.05
H 3.21644 -2.18266 -2.46342 0.10 -0.14 -0.10 0.04
H 4.82789 -1.73095 -1.88197 0.07 -0.02 -0.13 0.04
H 4.56948 1.49228 -0.92061 -0.09 0.40 -0.18 0.05
H 4.06304 1.47556 -2.63534 0.09 0.07 -0.10 0.05
H 5.39223 0.41433 -2.02361 0.05 0.07 -0.29 0.04
H 1.13468 -1.04822 -2.18365 0.13 0.22 -0.43 0.04
H -0.51300 -1.19639 -0.59080 -0.12 -0.04 -0.03 0.08
H 0.21662 0.10985 0.29557 0.00 -0.02 0.12 0.07
H -0.84548 1.69321 -1.47326 -0.01 0.01 -0.20 0.09
H -1.76938 1.10431 -0.10181 -0.15 0.03 -0.01 0.08
H -3.12611 0.98590 -2.09349 -0.05 0.04 -0.08 0.10
H -1.96958 -0.02530 -2.92444 0.13 -0.03 -0.02 0.09
H -3.87618 -1.09095 -1.90272 0.00 -0.11 -0.02 0.01
H -2.46787 -1.74125 -1.46568 -0.04 -0.16 0.21 0.05
C -0.32584 4.19623 2.89823 -0.05 0.06 -0.07 -0.17
C -1.73022 4.18171 3.49768 0.03 -0.03 0.08 -0.18
C -2.45352 3.22612 2.55535 0.04 0.02 -0.12 -0.21
O -1.47926 2.29667 2.09690 -0.03 0.07 0.16 -0.15
C -0.16939 2.75103 2.44392 0.08 -0.11 0.00 -0.20
H 0.44993 4.50528 3.59787 0.00 -0.02 0.02 0.11
H -0.29498 4.86674 2.03635 0.01 -0.01 -0.01 0.11
H -1.70168 3.76606 4.50805 -0.01 -0.01 0.00 0.11
H -2.19992 5.16416 3.54751 0.00 0.00 -0.02 0.10
H -2.86101 3.75911 1.68776 -0.05 0.04 0.04 0.12
H -3.26739 2.68403 3.04052 0.00 -0.03 -0.02 0.11
H 0.21292 2.11961 3.25463 0.05 0.03 0.00 0.11
H 0.48832 2.63960 1.58155 -0.04 -0.07 -0.03 0.12
C -1.35148 2.55321 -6.42328 0.09 0.05 0.08 -0.17
C -0.80295 1.29006 -7.08091 -0.10 -0.01 -0.10 -0.18
C -1.21359 0.22139 -6.07604 0.16 0.00 0.20 -0.20
O -2.42860 0.67813 -5.47680 -0.05 -0.02 -0.14 -0.15
C -2.64986 2.04374 -5.81009 -0.04 -0.05 -0.06 -0.21
H -1.50680 3.38084 -7.11562 -0.02 -0.02 -0.02 0.10
H -0.67121 2.88690 -5.63739 -0.01 -0.01 0.02 0.11
H -1.30013 1.12050 -8.04032 0.00 0.00 0.00 0.11
H 0.27191 1.31514 -7.25417 0.01 0.01 0.05 0.11
H -0.46152 0.10680 -5.28870 0.03 -0.01 -0.03 0.12
H -1.38542 -0.75297 -6.53661 -0.07 0.00 0.01 0.11
H -3.47801 2.09673 -6.52891 0.01 0.08 -0.01 0.11
H -2.93658 2.59091 -4.91075 -0.01 -0.05 0.04 0.12
C 0.54586 -1.85610 3.08633 -0.04 0.10 0.00 -0.17
C 1.98919 -1.43920 2.82696 0.06 -0.03 0.00 -0.16
C 2.44675 -1.03013 4.21855 -0.03 0.14 0.00 -0.19
O 1.70920 -1.84266 5.14844 0.00 0.00 -0.03 -0.15
C 0.65124 -2.51044 4.45723 0.11 -0.08 -0.06 -0.22
H 0.14791 -2.52275 2.32327 -0.03 0.01 0.00 0.11
H -0.09389 -0.97198 3.13520 -0.03 -0.02 -0.04 0.11
H 2.56903 -2.29765 2.47811 0.02 0.02 -0.01 0.11
H 2.09289 -0.64160 2.09143 -0.03 -0.03 -0.04 0.11
H 2.20875 0.02129 4.42083 0.00 0.01 -0.05 0.11
H 3.51403 -1.17986 4.37075 -0.03 -0.04 0.09 0.09
H 0.91396 -3.57219 4.36978 -0.07 -0.02 -0.03 0.11
H -0.26830 -2.42937 5.04062 0.03 0.02 0.05 0.11
C -7.65246 -1.20725 -1.46985 0.02 0.13 0.05 -0.17
C -8.38344 -0.29542 -2.45269 -0.04 -0.08 -0.06 -0.18
C -7.22078 0.31414 -3.22830 0.08 0.07 0.11 -0.21
O -6.18834 -0.66922 -3.24637 -0.04 0.00 0.03 -0.14
C -6.49801 -1.71205 -2.32342 -0.09 -0.16 -0.09 -0.21
H -8.26815 -2.01258 -1.07129 -0.01 -0.01 -0.03 0.11
H -7.27056 -0.62229 -0.63068 0.02 -0.02 0.00 0.12
H -9.01095 -0.89150 -3.12006 0.00 0.01 -0.01 0.11
H -9.01245 0.45473 -1.97475 0.02 0.01 0.01 0.11
H -6.83687 1.21031 -2.72883 -0.06 0.03 -0.01 0.12
H -7.48439 0.57663 -4.25398 0.05 -0.02 -0.02 0.11
H -6.78531 -2.60273 -2.89488 -0.02 -0.03 0.07 0.12
H -5.61488 -1.94974 -1.73324 0.01 -0.01 0.01 0.10
C 7.54162 -2.67639 5.83939 -0.03 -0.11 -0.02 -0.18
C 8.05429 -2.39610 4.42943 0.03 0.11 0.03 -0.17
C 6.75262 -2.22449 3.65692 -0.06 -0.08 -0.03 -0.20
O 5.80443 -1.68537 4.58064 0.15 -0.04 0.04 -0.15
C 6.31945 -1.76960 5.90823 0.01 0.11 -0.01 -0.21
H 8.26810 -2.46669 6.62372 0.01 0.02 -0.01 0.11
H 7.23947 -3.72270 5.92513 -0.01 0.00 0.01 0.11
H 8.62493 -1.46457 4.41815 0.00 0.00 -0.02 0.11
H 8.68513 -3.18586 4.02377 -0.02 -0.02 0.00 0.11
H 6.37459 -3.18627 3.29472 0.05 -0.01 -0.04 0.12
H 6.84801 -1.54984 2.80639 -0.06 0.02 0.01 0.12
H 6.59200 -0.76086 6.23901 0.03 -0.03 0.06 0.12
H 5.54227 -2.15216 6.57090 -0.05 0.02 -0.04 0.12
```
Positions in Å, forces in eV/Å.


[2]
The following is a DFT calculation (ωB97M-V/def2-TZVPD) of 2 unconnected molecules or ions with the total composition C27H56B2Br2ClF3N5O4 at a distorted geometry.

Values from the calculation:
M ... 788.66 g/mol
Total charge ... +1
Spin multiplicity ... 1
HOMO energy ... -11.2 eV
Energy ... -206655.832 eV
ΔE to the lowest compared entry with this formula, charge and spin ... 0.3967 eV
Frontier orbital gap ... 8.94 eV

Geometry as XYZ:
```
100
Properties=species:S:1:pos:R:3:forces:R:3:lowdin_charge:R:1
C 1.44922 -0.88640 3.78357 0.11 -0.29 0.41 -0.10
C 0.46610 -2.03454 3.75195 0.24 0.07 0.10 -0.65
Cl -0.65330 -1.86463 5.16825 -0.16 0.15 -0.06 0.67
C -0.23337 -2.44715 2.45486 -0.26 0.16 0.22 -0.16
C -0.95593 -1.57909 1.36324 0.24 0.19 0.44 -0.24
C -1.63117 -2.66906 0.45136 0.18 -0.16 0.11 -0.08
C -1.10500 -4.11489 0.33186 -0.16 0.03 -0.21 -0.13
C -0.06563 -4.64686 -0.65328 -0.08 -0.45 0.21 -0.79
F -0.04034 -5.98566 -0.35879 -0.03 -0.24 0.11 -0.08
Br 1.74877 -4.05958 -0.37050 0.07 0.34 -0.08 0.91
C -0.47873 -4.55020 -2.15885 0.32 -0.79 -0.04 -0.94
F 0.13832 -3.56695 -2.78285 0.28 0.97 -0.20 0.03
F -1.79112 -4.31261 -2.22660 -0.59 0.18 -0.05 0.05
Br -0.11741 -6.17178 -3.17011 0.02 0.11 0.14 0.86
C 0.09824 -0.68361 0.62503 0.01 -0.32 -0.02 -0.06
B -0.07059 -0.48931 -0.93444 -0.65 0.03 0.15 -0.62
O 0.96187 -0.84005 -1.72800 0.31 0.06 -0.09 0.19
N -1.28017 0.21088 -1.45930 0.24 -0.15 -0.16 -0.10
C -1.92134 -0.51013 -2.57090 -0.14 0.28 -0.05 -0.06
C -0.96061 1.56815 -1.94561 -0.47 -0.10 -0.03 -0.06
C 0.29834 0.80545 1.06198 0.14 0.00 -0.07 -0.21
C 1.78643 1.15231 1.30128 -0.01 0.18 -0.26 -0.15
C 2.40780 1.86750 0.09872 0.17 -0.45 0.45 -0.19
C 3.92452 1.97653 0.22652 0.04 0.02 -0.19 -0.19
C 4.67041 0.70155 -0.18144 0.19 0.09 0.02 -0.19
C 5.14807 -0.17519 0.97226 0.44 -0.24 -0.01 -0.29
N 6.50317 0.21516 1.39961 -0.15 -0.01 0.25 0.00
C -0.63789 1.36959 2.12919 0.53 0.16 0.18 -0.06
N -1.61177 0.43464 2.76840 0.17 -0.21 -0.35 -0.01
C -2.62688 1.24741 3.51694 -0.07 0.47 1.06 -0.19
N -2.18663 1.33673 4.90288 -0.36 0.40 -0.27 0.07
C -2.17101 -0.70799 1.90486 0.15 -0.17 -0.35 -0.14
C -3.02860 -1.55482 2.88397 -1.16 0.29 -0.35 -0.09
C -4.53802 -1.51017 2.69642 0.40 0.13 0.58 -0.33
C -5.31621 -2.58616 3.30417 -0.13 -0.10 -0.73 -0.05
O -5.09655 -2.50379 1.88226 -0.06 -0.02 -0.18 -0.02
B -3.11352 -0.09657 0.69833 0.62 0.41 -0.88 -0.55
N -3.30829 1.33600 0.40887 -0.53 -0.27 0.74 0.19
O -3.81288 -0.99823 -0.04500 -0.19 -0.30 0.95 0.17
H 1.86270 -0.83816 4.78730 0.07 0.03 0.12 0.09
H 1.02930 0.08948 3.58416 -0.04 0.12 -0.26 0.05
H 2.28188 -1.11297 3.12364 -0.01 0.18 -0.29 0.09
H 1.04522 -2.90499 4.04099 -0.05 -0.23 -0.03 0.10
H 0.55222 -2.96880 1.91473 0.13 0.03 -0.23 0.08
H -0.91458 -3.23938 2.75364 -0.06 -0.05 0.13 0.10
H -1.88826 -2.27918 -0.52198 0.27 0.18 -0.29 0.09
H -2.61848 -2.83054 0.87280 -0.11 -0.07 0.01 0.11
H -1.97119 -4.71090 0.04912 -0.20 0.03 -0.02 0.14
H -0.81425 -4.55152 1.27994 0.16 0.13 0.13 0.11
H 1.06605 -1.15069 0.78509 0.07 -0.25 -0.01 0.11
H 0.90415 -0.49038 -2.62507 -0.03 -0.18 -0.16 0.12
H -2.88093 -0.04069 -2.77730 -0.13 0.03 0.01 0.10
H -1.34352 -0.46102 -3.49887 0.15 -0.09 -0.07 0.10
H -2.12060 -1.54696 -2.33848 0.07 -0.24 0.10 0.07
H -0.01993 1.62352 -2.49922 0.15 0.14 0.02 0.09
H -0.96490 2.28914 -1.12995 0.28 0.16 0.03 0.07
H -1.74033 1.89701 -2.62805 -0.12 -0.01 -0.09 0.10
H 0.08233 1.42484 0.19637 -0.27 0.00 -0.04 0.09
H 2.36679 0.24863 1.45116 0.01 -0.10 0.26 0.08
H 1.89867 1.79614 2.17454 0.10 -0.06 0.18 0.12
H 2.19813 1.24116 -0.76855 -0.14 0.29 -0.32 0.10
H 1.95984 2.85316 -0.01933 -0.15 0.07 -0.14 0.12
H 4.20828 2.23294 1.24878 0.00 0.13 0.10 0.12
H 4.26120 2.80193 -0.39566 0.05 0.10 -0.07 0.11
H 4.09505 0.11040 -0.89480 -0.27 0.00 0.01 0.11
H 5.57306 0.99708 -0.71140 0.11 -0.04 -0.10 0.11
H 4.49600 -0.11610 1.84325 -0.20 0.11 -0.01 0.09
H 5.14152 -1.21918 0.65330 -0.09 -0.13 -0.01 0.10
H 6.59001 0.16616 2.40479 0.01 0.05 0.08 0.06
H 7.18887 -0.43564 1.04290 0.07 0.06 -0.17 0.07
H -1.17843 2.22046 1.73772 -0.34 -0.09 -0.13 0.12
H -0.04514 1.77630 2.94708 0.00 -0.04 0.21 0.13
H -1.10166 -0.02995 3.52871 -0.08 -0.11 0.10 0.09
H -3.60863 0.79737 3.48138 0.03 -0.30 -0.18 0.12
H -2.70210 2.23418 3.07688 0.10 -0.03 -0.42 0.12
H -1.76891 2.24289 5.07599 0.24 -0.04 0.02 0.09
H -2.99051 1.31495 5.51740 0.02 -0.31 0.12 0.09
H -2.82462 -2.61492 2.79354 0.42 -0.03 0.18 0.12
H -2.87668 -1.25110 3.91513 0.41 -0.14 0.10 0.09
H -5.00910 -0.52888 2.68273 -0.15 0.08 -0.35 0.14
H -6.35660 -2.42012 3.53523 -0.02 -0.07 0.47 0.12
H -4.77110 -3.39565 3.76718 -0.18 -0.12 0.27 0.12
H -2.50554 1.80763 0.03121 0.02 0.10 -0.11 0.04
H -3.78144 1.90427 1.09738 0.05 0.15 -0.08 0.07
H -4.74289 -0.75496 -0.11514 0.03 0.16 -0.67 0.14
C 0.85776 5.18697 -4.91702 -0.05 -0.06 -0.06 -0.08
C 1.72147 4.01667 -4.48048 0.05 0.09 0.02 -0.28
O 1.26503 2.75599 -4.94069 -0.08 -0.13 0.16 -0.18
C 1.20131 2.59684 -6.35038 -0.01 -0.02 -0.12 -0.28
C 2.53766 2.75723 -7.05233 0.04 0.06 0.10 -0.08
H -0.18039 5.02901 -4.62091 0.00 0.01 0.02 0.08
H 1.21643 6.10674 -4.45473 0.00 0.00 0.02 0.08
H 0.87963 5.33157 -5.99727 0.04 0.03 0.00 0.07
H 1.71251 3.94044 -3.39168 0.00 -0.04 0.01 0.11
H 2.76359 4.17868 -4.77598 -0.01 0.01 -0.03 0.11
H 0.45758 3.27704 -6.77889 0.02 0.03 0.01 0.11
H 0.82606 1.58480 -6.50297 -0.01 -0.01 0.04 0.12
H 2.92622 3.77276 -6.96811 -0.03 0.01 -0.04 0.07
H 2.42827 2.53350 -8.11323 -0.01 -0.02 -0.01 0.08
H 3.27758 2.07840 -6.62676 0.00 -0.03 -0.02 0.08
```
Positions in Å, forces in eV/Å.